92
Properties=species:S:1:pos:R:3:forces:R:3 method="wB97M-V/def2-TZVPD" total_charge=+1 largest_force_ev_per_a=0.28 relative_energy_ev=0.000 orbital_gap_ev=6.1 spin_multiplicity=1 e_lumo_ha=-0.16975 homo_energy_ev=-10.68
Al 0.904918 -0.410521 -1.287618 0.0 0.1 -0.2
S -1.398456 0.010730 -1.300186 -0.1 -0.1 0.1
C -1.387771 1.611044 -0.766189 0.1 -0.1 -0.1
N -2.346323 2.442771 -1.084205 -0.1 0.2 0.0
C -2.301687 3.845965 -0.657121 0.0 0.0 -0.1
C -1.782164 3.911698 0.743084 0.1 0.0 0.0
N -0.473226 3.245762 0.790336 -0.2 0.2 0.1
C 0.495662 3.854163 1.726532 -0.1 0.0 0.1
C -0.044217 3.825391 3.135376 0.0 0.0 0.0
C -0.264934 2.601885 3.765868 0.0 0.0 0.0
C -0.757859 2.566086 5.060057 0.0 0.0 0.0
C -1.028693 3.752151 5.733659 0.0 0.0 0.0
C -0.809978 4.970274 5.109366 0.0 0.0 0.0
C -0.322039 5.006626 3.808696 0.0 0.0 0.0
C -0.263745 2.129573 0.135077 0.2 -0.1 -0.1
S 1.170610 1.269899 0.326066 0.0 -0.1 0.0
C -3.546065 2.072341 -1.861576 -0.1 0.0 0.0
C -4.764400 2.087293 -0.969573 0.0 0.0 0.0
C -4.833446 1.227126 0.125429 0.0 0.0 0.0
C -5.943381 1.244123 0.954391 0.0 0.0 0.0
C -6.993180 2.118246 0.692931 0.0 0.0 0.0
C -6.928591 2.973029 -0.396356 0.0 0.0 0.0
C -5.812471 2.960998 -1.224593 0.0 0.0 0.0
H -3.311611 4.246270 -0.701730 0.0 0.0 0.0
H -1.664569 4.408394 -1.343631 0.0 0.0 -0.1
H -2.466977 3.429993 1.443688 0.0 0.0 0.0
H -1.649960 4.944554 1.055726 0.0 0.0 0.0
H 0.654392 4.881388 1.396814 0.0 0.0 0.0
H 1.436951 3.323222 1.653026 0.0 0.0 -0.1
H -0.039517 1.676356 3.244664 0.0 0.0 0.0
H -0.920390 1.614278 5.548831 0.0 0.0 0.0
H -1.404888 3.724039 6.748085 0.0 0.0 0.0
H -1.015787 5.894124 5.633723 0.0 0.0 0.0
H -0.147762 5.961643 3.324592 0.0 0.0 0.0
H -3.388869 1.096416 -2.306177 0.1 0.0 0.0
H -3.648280 2.804157 -2.663928 0.0 0.0 0.0
H -4.023561 0.530878 0.321266 0.0 0.0 0.0
H -5.995953 0.568343 1.798092 0.0 0.0 0.0
H -7.863051 2.126543 1.336455 0.0 0.0 0.0
H -7.746563 3.649845 -0.605599 0.0 0.0 0.0
H -5.767396 3.628489 -2.078501 0.0 0.0 0.0
C 2.920753 -3.897320 -2.790329 0.0 0.0 0.0
C 1.801769 -4.508978 -1.931217 0.0 -0.1 0.0
C 2.178018 -5.965197 -1.612019 0.0 0.0 0.0
C 0.484595 -4.457574 -2.717979 0.0 -0.1 0.0
Si 1.664478 -3.492518 -0.356670 0.0 0.3 0.0
O 1.208922 -1.969219 -0.778197 0.0 0.0 0.1
C 0.416183 -4.085793 0.905281 0.0 -0.1 0.0
C -0.429042 -5.188081 0.757263 0.0 0.1 0.1
C -1.332790 -5.541532 1.754037 0.0 0.0 0.0
C -1.406729 -4.795281 2.920330 0.0 0.0 0.0
C -0.577263 -3.692919 3.088503 0.0 0.0 0.0
C 0.323926 -3.347392 2.092105 0.0 -0.1 0.0
C 3.327416 -3.333174 0.484900 0.0 0.0 0.1
C 4.087311 -2.164950 0.382716 0.0 -0.1 0.0
C 5.315312 -2.042938 1.021348 0.0 0.0 0.0
C 5.805975 -3.097270 1.779695 0.0 0.0 0.0
C 5.067480 -4.267344 1.896021 0.0 0.0 0.0
C 3.841133 -4.380765 1.255510 0.0 0.0 0.0
H 3.145965 -4.563664 -3.629519 0.0 0.0 0.0
H 3.843610 -3.756069 -2.221990 0.0 0.0 0.0
H 2.625158 -2.928718 -3.206039 0.0 0.0 0.0
H 2.193252 -6.554688 -2.534623 0.0 0.0 0.0
H 1.480609 -6.448359 -0.924570 0.0 0.0 0.0
H 3.175434 -6.023400 -1.167728 0.0 0.0 0.0
H 0.604147 -4.963276 -3.682377 0.0 0.0 0.0
H 0.181707 -3.426301 -2.920991 0.0 0.0 0.0
H -0.334760 -4.946137 -2.186986 0.0 0.0 0.0
H -0.396104 -5.782754 -0.146318 0.0 0.0 0.0
H -1.978136 -6.400580 1.617391 0.0 0.0 0.0
H -2.104300 -5.075205 3.700179 0.0 0.0 0.0
H -0.629492 -3.109700 4.000417 0.0 0.0 0.0
H 0.978576 -2.492881 2.240871 0.0 0.0 0.0
H 3.716444 -1.337516 -0.214610 0.0 0.0 0.0
H 5.889799 -1.129536 0.926068 0.0 0.0 0.0
H 6.762194 -3.007396 2.279345 0.0 0.0 0.0
H 5.445844 -5.089781 2.490232 0.0 0.0 0.0
H 3.269726 -5.297628 1.366507 0.0 0.0 0.0
C 1.744327 0.167221 -2.952905 0.1 -0.2 0.1
C 1.782629 1.616665 -3.311480 -0.1 0.0 0.1
C 0.797889 2.181999 -4.122495 -0.1 0.0 0.0
C 0.835037 3.528882 -4.464564 -0.1 0.0 0.0
C 1.854858 4.342680 -3.993179 0.0 0.0 0.0
C 2.832187 3.797842 -3.170542 0.0 -0.1 0.1
C 2.791300 2.452649 -2.829913 0.0 0.0 0.0
H 2.752102 -0.250373 -2.831360 0.0 0.1 -0.2
H 1.261503 -0.431993 -3.732174 0.1 0.1 -0.1
H 0.004182 1.548700 -4.506819 0.0 0.0 0.0
H 0.072712 3.940311 -5.115285 0.0 0.0 0.0
H 1.898516 5.386318 -4.277164 0.0 0.0 0.0
H 3.637467 4.421192 -2.801668 0.0 0.0 0.0
H 3.563400 2.034154 -2.191859 0.0 0.0 0.0


10
Properties=species:S:1:pos:R:3:forces:R:3 method="wB97M-V/def2-TZVPD" largest_force_ev_per_a=3.66 relative_energy_ev=0.000 orbital_gap_ev="6.3 / 8.2" spin_multiplicity=3 e_lumo_ha="-0.04033 / -0.09868" homo_energy_ev="-7.43 / -10.90"
C 1.498809 -0.243774 0.659776 -2.1 -2.3 1.6
O 2.096725 1.060347 -1.463645 0.2 -3.3 0.1
O -4.886765 -1.827368 0.233377 0.3 -0.4 -0.4
O -4.605691 0.490555 0.751981 0.1 1.4 0.4
S -4.221960 -0.597623 -0.064759 -0.3 -1.0 0.0
S 2.828499 -1.158992 0.607622 2.0 -1.2 0.0
H 1.494309 0.764775 0.553491 -0.1 2.7 -0.1
H 2.671035 0.301364 -1.033786 -1.2 3.0 -1.7
H 0.692043 -0.722431 1.217197 -0.2 0.2 -0.2
H 2.432996 1.933144 -1.461251 1.3 0.9 0.2


105
Properties=species:S:1:pos:R:3:forces:R:3 method="wB97M-V/def2-TZVPD" total_charge=-1 largest_force_ev_per_a=0.80 relative_energy_ev=0.000 orbital_gap_ev="4.7 / 6.7" spin_multiplicity=2 e_lumo_ha="0.07292 / 0.07290" homo_energy_ev="-2.74 / -4.72"
Sc 1.063344 1.026984 0.282918 0.3 -0.4 0.6
C 4.540106 -0.275715 -2.317996 0.0 0.0 0.0
C 4.214229 -1.362449 -1.335467 0.2 -0.2 0.0
N 4.991090 -2.458689 -1.341511 -0.1 0.1 0.1
C 4.737526 -3.385761 -0.404242 0.0 0.0 0.0
C 3.813597 -3.257462 0.610860 0.0 0.0 0.0
C 3.660326 -4.350505 1.636883 0.0 -0.1 0.0
O 3.993974 -5.652197 1.135165 0.0 0.2 0.1
C 3.046497 -2.052106 0.688671 0.1 -0.1 0.0
C 2.292104 -1.715476 1.822413 -0.1 0.2 0.0
N 1.651951 -0.530705 2.082261 0.0 0.0 0.0
C 1.134436 -0.478742 3.377174 0.0 0.0 0.1
C 0.544813 -1.584105 4.021027 0.0 0.0 0.0
C 0.005109 -1.500766 5.292694 0.0 0.0 0.0
C 0.036610 -0.310129 6.005874 0.0 0.0 0.0
C 0.635686 0.795079 5.417495 0.0 0.0 0.0
C 1.174703 0.698557 4.146941 0.0 -0.2 -0.1
I 2.072891 2.353942 3.294141 0.0 0.2 0.0
C 3.184481 -1.179546 -0.418393 -0.4 0.3 0.1
O 2.345550 -0.144252 -0.526415 0.3 -0.1 -0.3
H 5.489420 -0.510755 -2.798265 0.0 0.0 0.0
H 4.607269 0.694639 -1.818272 0.0 -0.1 0.0
H 3.773796 -0.180179 -3.084051 -0.1 0.0 -0.1
H 5.356044 -4.279340 -0.445083 0.0 0.1 0.0
H 2.633334 -4.361283 2.012719 0.0 0.0 0.0
H 4.316573 -4.183071 2.497110 0.0 0.0 0.0
H 3.786631 -5.644789 0.194736 0.0 0.0 0.0
H 2.352244 -2.412607 2.649399 0.0 0.0 0.0
H 0.482311 -2.516352 3.479332 0.0 0.0 0.0
H -0.454557 -2.382375 5.728169 0.0 0.0 0.0
H -0.387503 -0.241090 7.000958 0.0 0.0 -0.1
H 0.696619 1.735502 5.952274 0.0 0.0 0.0
I 0.798592 1.310882 -3.171310 -0.1 0.1 -0.1
C 1.069471 -0.564574 -4.032722 0.0 -0.1 0.0
C 2.018182 -0.588264 -5.015662 0.1 -0.1 -0.1
C 2.220326 -1.725908 -5.821146 0.1 0.1 0.0
C 1.384466 -2.784183 -5.679603 0.0 -0.1 0.0
C 0.361704 -2.775881 -4.698918 0.0 0.0 -0.1
C -0.555418 -3.852602 -4.687475 0.1 0.0 -0.1
C -1.590363 -3.865436 -3.809071 -0.1 0.0 0.1
C -1.657338 -2.860933 -2.827515 0.0 -0.1 -0.1
C -0.757815 -1.826310 -2.740013 0.0 0.0 0.1
P -0.829442 -0.956115 -1.071636 0.0 0.1 -0.3
C -0.622146 -2.472670 -0.046921 0.0 0.0 0.1
C -1.251769 -2.663334 1.182454 0.0 -0.1 -0.1
C -1.044976 -3.829912 1.910800 0.0 0.1 0.0
C -0.159957 -4.794338 1.458827 0.0 0.0 0.0
C 0.530575 -4.580431 0.273620 0.0 0.0 -0.1
C 0.300327 -3.436154 -0.470463 0.0 0.0 0.0
C -2.626224 -0.549726 -1.141453 0.0 0.0 0.1
C -3.668064 -1.237675 -0.527139 0.0 0.1 -0.1
C -4.986735 -0.830603 -0.698630 0.0 0.0 0.0
C -5.284312 0.264638 -1.493298 0.0 0.0 0.0
C -4.253835 0.953867 -2.118776 0.0 0.0 0.0
C -2.939689 0.552882 -1.940191 0.0 0.0 0.0
C 0.229180 -1.694549 -3.774799 0.0 0.1 0.0
H 2.616898 0.294452 -5.196333 0.0 0.0 0.0
H 3.008582 -1.725189 -6.563026 0.0 0.0 0.0
H 1.469811 -3.654081 -6.321269 0.0 0.0 0.0
H -0.425653 -4.645882 -5.416261 0.0 0.0 0.0
H -2.324281 -4.661541 -3.817227 0.0 0.0 0.0
H -2.420653 -2.954663 -2.066664 0.0 0.0 0.0
H -1.894042 -1.899774 1.590307 -0.1 0.1 0.0
H -1.565208 -3.962089 2.853290 0.0 0.0 0.0
H 0.011756 -5.696082 2.035309 0.0 0.0 0.0
H 1.255729 -5.307509 -0.072785 0.0 0.0 0.0
H 0.855550 -3.295035 -1.389769 0.0 0.0 0.0
H -3.474090 -2.113161 0.069887 0.1 -0.1 0.1
H -5.781516 -1.379746 -0.207413 0.0 0.0 0.0
H -6.313468 0.576275 -1.631584 0.0 0.0 0.0
H -4.469683 1.811431 -2.745859 0.0 0.0 0.0
H -2.142979 1.105712 -2.423795 -0.1 0.0 0.0
C -5.586919 3.304549 0.605119 -0.1 0.0 0.0
C -4.116715 3.449043 0.293339 0.1 -0.1 0.0
O -3.420889 2.374416 0.953299 -0.1 0.1 -0.1
P -1.822848 2.458732 1.090086 0.1 0.0 0.0
S -1.191367 0.775231 1.900444 -0.1 0.0 0.0
S -0.923907 2.907867 -0.600376 0.1 0.0 0.1
O -1.587577 3.701680 2.080371 -0.1 0.0 0.2
C -1.687461 3.589836 3.516730 0.0 0.0 -0.2
C -3.118002 3.485730 4.004420 0.0 0.0 0.0
H -6.152354 4.119753 0.145028 0.0 0.0 0.0
H -5.751272 3.334484 1.684005 0.0 0.0 0.0
H -5.966759 2.355325 0.223842 0.0 0.0 0.0
H -3.729791 4.408881 0.645031 0.0 0.0 0.0
H -3.921391 3.376541 -0.779134 0.0 0.0 0.0
H -1.211861 4.494500 3.892294 0.0 0.0 0.0
H -1.098040 2.732406 3.845356 0.0 0.0 0.0
H -3.709494 4.338929 3.662925 0.0 0.0 0.0
H -3.128066 3.474888 5.098004 0.0 0.0 -0.1
H -3.590591 2.569558 3.653124 0.0 0.0 0.0
F 0.535724 7.973727 -1.132388 -0.1 0.1 0.0
C 1.037944 6.730755 -0.901419 0.0 -0.1 0.0
C 1.276563 6.331146 0.394696 0.0 -0.1 0.1
C 1.788729 5.060640 0.619473 0.0 0.1 0.0
C 2.061566 4.165830 -0.422280 0.0 0.0 0.0
C 2.508847 2.772298 -0.194879 -0.1 0.0 -0.1
C 1.832264 4.645101 -1.719260 0.0 0.0 -0.1
C 1.317075 5.909605 -1.970517 0.0 -0.1 0.0
H 1.058829 7.006098 1.213767 0.0 0.0 0.0
H 1.963120 4.754825 1.643045 0.0 0.0 0.0
H 3.253397 2.705912 0.601311 0.0 0.0 0.1
H 2.988984 2.385332 -1.097138 0.0 0.0 0.0
H 2.071214 4.006530 -2.563350 0.0 0.0 0.0
H 1.138349 6.259805 -2.980259 0.0 0.0 0.0


12
Properties=species:S:1:pos:R:3:forces:R:3 method="wB97M-V/def2-TZVPD" total_charge=+1 largest_force_ev_per_a=3.54 orbital_gap_ev="5.0 / 5.9" spin_multiplicity=2 e_lumo_ha="-0.14532 / -0.14610" homo_energy_ev="-8.95 / -9.91"
C -0.813963 1.137579 0.129027 -1.5 -3.2 -0.1
O 0.402418 1.352878 -0.260177 0.3 1.6 -0.3
La -1.144110 -1.730729 1.206399 -0.5 1.2 -0.3
Li 1.336024 2.865526 -0.347039 -0.3 -0.3 -0.3
H -1.953978 1.944118 0.304193 0.6 0.0 0.3
C -1.144677 1.501932 1.444654 2.4 -0.7 1.9
C -1.491585 1.005165 2.813570 -0.1 0.1 -1.3
C -0.812011 0.014080 3.443723 -2.2 0.8 0.8
O 0.000716 -0.993046 2.922596 2.1 -0.2 -0.9
Li 1.404092 0.327497 2.694459 -0.8 -0.3 0.0
H -0.247344 2.124543 1.648090 -0.1 1.0 0.5
H -0.993873 -0.178481 4.512345 0.0 0.1 -0.4